Record 1
54
Properties=species:S:1:pos:R:3:forces:R:3 method="wB97M-V/def2-TZVPD" lumo_energy_ev=-5.15 e_tot_ha=-4048.65538 orbital_gap_ev=5.179 total_charge=+1
Pb 0.72492 -0.08562 0.36195 0.2 0.2 0.9
S 3.15386 0.04092 1.56015 -0.4 -0.2 -0.6
S 2.67750 0.76358 3.34562 -0.4 0.2 0.4
S 1.79543 2.60043 2.89193 0.7 -0.1 0.1
S 0.11850 2.13839 1.90369 -0.4 -0.6 -0.4
C 5.01531 1.92099 -1.39873 0.2 -0.2 0.0
N 3.74764 2.62464 -1.42438 -0.4 0.1 0.0
C 3.56136 3.98645 -1.32064 0.0 0.1 0.0
C 2.23989 4.21917 -1.37509 -0.1 0.1 0.1
N 1.60512 2.98841 -1.51135 0.4 0.0 0.1
C 2.55614 2.00777 -1.54653 0.2 0.1 0.0
S 2.38235 0.34467 -1.80240 -0.1 -0.2 -0.2
C 0.20148 2.84901 -1.64786 -0.4 0.0 -0.1
C -0.51675 3.84959 -2.29024 0.1 0.0 0.0
C -1.89488 3.74287 -2.34299 0.0 0.0 0.0
C -2.51048 2.64049 -1.77147 0.0 0.1 0.0
C -1.70946 1.68192 -1.18299 -0.1 0.0 0.0
N -0.38047 1.78409 -1.11576 0.0 -0.1 -0.3
H 5.81692 2.63916 -1.25388 0.0 0.1 0.0
H 5.16582 1.38667 -2.33489 0.0 0.1 0.0
H 5.01390 1.19653 -0.58477 0.0 0.1 0.0
H 4.38177 4.67248 -1.20887 0.0 0.0 0.0
H 1.69509 5.14105 -1.29340 0.0 0.0 0.0
H -0.00801 4.68032 -2.75689 0.0 0.0 0.0
H -2.47592 4.51281 -2.83179 0.0 0.0 0.0
H -3.58384 2.52129 -1.79372 0.0 0.0 0.0
H -2.13938 0.78783 -0.74180 0.0 0.0 0.0
C 1.97664 -3.44583 -1.50051 0.2 0.1 0.0
N 0.79221 -3.81249 -0.74755 -0.2 0.0 0.0
C 0.62355 -4.95703 -0.01622 0.0 -0.1 0.2
C -0.64157 -4.92099 0.48080 0.1 0.0 0.1
N -1.23454 -3.76649 0.06039 0.1 -0.1 -0.3
B -2.72612 -3.39473 0.26842 0.0 0.1 0.0
N -2.88040 -2.15321 1.22842 0.2 0.4 0.0
C -4.12866 -1.61401 1.39151 -0.2 0.0 0.1
C -4.08364 -0.71756 2.40739 -0.1 -0.1 0.0
N -2.79405 -0.70124 2.86493 0.1 -0.2 -0.4
C -2.32644 0.03866 4.02173 0.1 0.2 0.1
C -2.05323 -1.55529 2.10046 -0.2 0.0 0.2
S -0.35423 -1.76402 2.31550 0.3 0.1 -0.1
C -0.35561 -3.09839 -0.68913 0.1 -0.1 0.1
S -0.60631 -1.57896 -1.44214 0.2 0.5 0.2
H 2.55347 -4.34295 -1.70644 0.0 0.0 0.0
H 2.59554 -2.74207 -0.94082 0.0 0.0 0.1
H 1.68242 -2.97475 -2.43492 0.0 0.0 0.0
H 1.39891 -5.69431 0.09322 0.0 0.0 0.0
H -1.16107 -5.62880 1.10136 0.0 0.0 0.0
H -3.25056 -4.32635 0.80942 -0.1 -0.1 0.0
H -3.21140 -3.09784 -0.78663 -0.1 0.0 0.0
H -4.96100 -1.93699 0.79116 0.0 0.0 0.0
H -4.86019 -0.11430 2.84348 0.0 0.0 0.0
H -3.17451 0.24391 4.67083 0.0 0.0 0.0
H -1.86156 0.97374 3.72362 0.1 0.1 -0.1
H -1.59147 -0.55358 4.55881 0.0 0.0 0.0

Record 2
12
Properties=species:S:1:pos:R:3:forces:R:3 method="wB97M-V/def2-TZVPD" lumo_energy_ev=0.97 e_tot_ha=-269.20092 orbital_gap_ev=10.405
C -2.07241 1.15928 1.35528 0.1 0.3 0.6
C -0.98831 1.00712 0.87297 -2.9 -0.5 -1.1
C 0.19295 0.71533 0.19767 2.8 2.2 3.1
C 0.55791 -0.69738 -0.04433 0.1 -0.2 0.5
C 0.72063 -1.18937 -1.39633 -0.4 -0.2 -0.7
O 1.84434 -0.89307 -0.60231 0.6 0.0 0.2
H -2.79708 1.42746 2.05723 -0.8 0.1 0.4
H 0.66144 1.23452 1.25383 0.9 -1.6 -2.7
H 0.48617 1.39756 -0.59709 -0.2 -0.1 -0.1
H 0.29336 -1.42297 0.71558 -0.1 0.1 0.2
H 0.55556 -0.49734 -2.21464 -0.1 -0.1 -0.1
H 0.54543 -2.24113 -1.59785 0.0 0.0 -0.1

Record 3
22
Properties=species:S:1:pos:R:3:forces:R:3 method="wB97M-V/def2-TZVPD" lumo_energy_ev=-2.61 e_tot_ha=-345.84493 orbital_gap_ev=11.789 total_charge=+1
C 0.89161 2.12550 0.77535 -4.0 0.0 1.5
N 2.08938 1.87725 0.07125 1.6 2.5 -2.4
C 0.19373 0.72701 1.07720 0.0 1.3 -2.8
N 0.24687 -0.08908 -0.17976 -0.7 1.7 -1.8
C -1.18460 0.09101 -1.03984 2.1 1.9 -0.3
C -1.92833 -1.13550 -0.70337 2.3 -2.3 -2.4
H 0.83467 2.61673 1.76658 1.3 -0.1 -0.3
H 0.15598 2.84463 0.25115 0.9 -1.5 0.2
H 2.85589 2.37277 0.50661 0.5 -0.6 0.7
H 2.11114 2.49295 -0.81002 -0.5 -1.5 1.2
H 0.57471 0.07056 1.78545 1.4 -0.4 1.8
H -0.84685 0.80192 1.23997 -1.1 0.5 0.8
H 1.13380 0.19439 -0.70527 -1.2 -0.3 0.7
H 0.33555 -1.05702 0.10360 0.0 -0.5 -0.3
H -0.91086 0.32090 -2.14623 -0.4 -0.5 2.1
H -1.75382 0.94354 -0.53492 1.5 -0.6 -1.1
H -1.10836 -1.90999 -0.54818 -1.8 0.5 1.0
H -2.62932 -0.84475 0.00327 -1.2 -0.7 1.8
H -2.36800 -1.63298 -1.55870 -0.8 0.5 -0.3
H 0.08413 -4.05313 0.86649 1.6 2.7 -2.3
H 0.72522 -3.50878 -0.53371 0.7 -1.5 -2.5
O 0.49749 -3.24794 0.31307 -2.1 -1.0 4.7

Record 4
8
Properties=species:S:1:pos:R:3:forces:R:3 method="wB97M-V/def2-TZVPD" lumo_energy_ev="-2.18 / -1.19" e_tot_ha=-3224.78334 orbital_gap_ev="7.186 / 8.554"
C 1.24411 -0.60875 0.27125 0.5 -3.0 1.9
C 1.15947 0.40497 -0.44483 -0.5 3.3 -1.4
C -1.91322 -0.78571 0.16972 -1.3 -0.8 -0.3
O -2.85932 -1.42803 -0.02546 1.2 0.2 0.2
Cl 2.34962 1.83237 -0.22350 -0.8 -1.0 -0.4
Br -1.98962 1.18356 0.32519 0.0 0.6 0.2
H 1.72769 -1.25823 1.00180 -0.3 0.5 -0.5
H 0.28127 0.65982 -1.07418 1.1 0.0 0.2

Record 5
16
Properties=species:S:1:pos:R:3:forces:R:3 method="wB97M-V/def2-TZVPD" lumo_energy_ev="0.39 / 0.39" e_tot_ha=-321.89977 orbital_gap_ev="8.111 / 8.111"
C -0.25252 -1.59144 0.18836 0.0 0.2 -0.1
C -1.86951 0.18083 -0.27641 0.1 0.0 0.0
N -0.60050 -0.18858 0.34182 0.0 0.0 0.0
C 0.42929 0.76875 0.19832 -0.2 0.0 0.3
C 1.78330 0.27522 0.16357 0.2 0.1 -0.2
N 0.31419 2.08083 0.43546 0.1 -0.2 0.0
N 2.98581 0.10413 0.11710 -0.3 0.1 0.1
H -0.23650 2.20600 1.28426 0.0 0.0 -0.1
H 3.56361 0.46033 -0.63982 -0.2 -0.1 0.0
H 0.99104 0.77400 -0.98404 0.2 0.0 0.0
H -0.01713 -1.85928 -0.85476 0.0 0.0 0.0
H -2.00597 1.25714 -0.20372 0.0 0.0 0.0
H -1.09564 -2.20409 0.50884 0.0 0.0 0.0
H 0.60377 -1.84082 0.81510 0.0 0.0 0.0
H -1.90387 -0.10673 -1.33850 0.0 0.0 0.1
H -2.68938 -0.31627 0.24442 0.1 0.0 0.0

Record 6
24
Properties=species:S:1:pos:R:3:forces:R:3 method="wB97M-V/def2-TZVPD" lumo_energy_ev=0.99 e_tot_ha=-368.54939 orbital_gap_ev=9.775
H -3.17791 -1.63743 0.49968 0.1 0.3 -0.3
N -2.20696 -1.37500 0.67627 0.1 -0.4 0.4
C -1.84309 -0.29346 0.13110 0.7 0.5 0.3
C -2.75273 0.56265 -0.71765 0.1 0.0 0.0
C -0.40401 0.21826 0.39218 -2.1 -0.8 -0.5
C -0.34629 1.67387 0.74371 0.1 -0.2 0.1
C 0.61442 -0.62504 0.27976 1.9 1.0 0.5
C 0.56244 -2.05945 -0.11761 -0.3 0.0 0.1
C 2.07001 -0.09746 0.53761 -1.1 -0.6 -0.3
C 2.64526 0.57674 -0.70506 0.1 -0.1 0.2
H -3.01252 1.49389 -0.21473 0.1 0.1 0.0
H -3.68794 0.04293 -0.93140 0.1 0.0 0.0
H -2.24583 0.81202 -1.64956 -0.1 0.1 -0.1
H 0.56164 1.91182 1.28867 0.1 0.1 0.0
H -1.19574 1.92800 1.37837 0.0 0.1 0.0
H -0.39507 2.29360 -0.15192 0.0 0.1 0.0
H 0.67377 -2.68858 0.76512 0.1 -0.1 0.1
H 1.38727 -2.28281 -0.79392 0.0 -0.1 -0.1
H -0.40453 -2.31696 -0.53836 0.2 -0.1 -0.2
H 2.09844 0.59100 1.38260 0.0 -0.1 0.0
H 2.68083 -0.96326 0.79778 0.1 0.0 0.1
H 2.62354 -0.10365 -1.55423 0.0 0.0 -0.1
H 2.07443 1.46666 -0.95981 -0.1 0.1 -0.1
H 3.68058 0.87165 -0.53861 0.1 0.0 0.0

Record 7
75
Properties=species:S:1:pos:R:3:forces:R:3 method="wB97M-V/def2-TZVPD" lumo_energy_ev=0.60 e_tot_ha=-1242.47647 orbital_gap_ev=10.046
C 5.00333 2.62728 1.33830 0.4 -0.3 0.4
C 3.53068 2.93264 1.36080 -0.5 0.1 0.0
C 2.74871 1.90607 2.14406 -0.4 -0.4 0.4
O 3.28374 4.19684 1.99179 0.0 0.0 -0.1
H 5.19812 1.64201 0.90728 0.0 0.2 -0.2
H 5.37481 2.57512 2.36787 -0.1 0.1 0.0
H 5.58437 3.39271 0.82120 0.0 -0.1 -0.2
H 3.12047 2.95422 0.34232 0.2 0.1 0.0
H 2.61911 0.96142 1.61278 0.3 0.1 -0.1
H 1.73828 2.25336 2.37365 0.1 0.2 -0.1
H 3.22486 1.69141 3.10477 0.1 0.0 -0.1
H 3.90603 4.83836 1.63569 0.0 0.0 0.0
C -4.71534 -3.69151 1.14307 0.1 -0.1 0.0
C -3.60644 -2.98635 0.38497 0.0 -0.2 -0.1
C -3.00727 -1.83636 1.17230 0.0 -0.1 0.2
O -2.59003 -3.93470 0.00147 -0.2 0.1 0.1
H -4.31573 -4.20178 2.02568 0.0 0.1 0.0
H -5.19337 -4.44174 0.51302 -0.1 0.1 0.0
H -5.45274 -2.96709 1.48627 -0.1 -0.1 0.0
H -4.00099 -2.62622 -0.56712 0.0 0.1 0.0
H -2.77023 -2.16078 2.18917 0.0 0.0 0.0
H -3.72280 -1.01388 1.23574 0.0 0.0 0.0
H -2.08454 -1.47752 0.71459 -0.1 0.0 0.0
H -2.44362 -4.52343 0.74887 0.2 0.0 0.0
C 2.52084 -3.30147 0.40179 0.2 0.2 -0.3
C 2.91132 -2.57276 1.67432 -0.2 0.1 0.1
C 4.14964 -1.71326 1.44778 -0.1 -0.7 -0.1
O 1.83310 -1.79658 2.18286 0.1 -0.1 0.1
H 2.55983 -2.61640 -0.45309 -0.1 0.0 0.1
H 1.50364 -3.67710 0.48005 0.0 -0.2 0.0
H 3.22625 -4.10880 0.19597 -0.1 -0.1 0.0
H 3.11078 -3.32277 2.44618 0.0 0.1 0.1
H 4.48072 -1.26196 2.37931 -0.1 0.3 -0.1
H 3.90365 -0.98703 0.67228 0.2 0.3 0.1
H 4.95930 -2.34982 1.07345 0.0 0.1 0.0
H 1.42161 -1.28569 1.46671 0.0 0.0 0.0
C 0.81542 3.31813 -1.62619 -0.2 -0.3 0.4
C -0.02814 4.30807 -2.39206 0.2 0.7 0.6
C -1.27202 3.67858 -2.93546 -0.1 -0.4 -1.0
O -0.43086 5.40223 -1.53415 0.0 -0.1 -0.1
H 1.47301 3.82971 -0.92088 0.2 0.0 -0.2
H 1.39742 2.67234 -2.28261 0.1 0.0 0.0
H 0.16388 2.67882 -1.01899 0.1 0.0 -0.1
H 0.55419 4.78617 -3.18316 0.0 -0.2 -0.1
H -1.81063 4.38078 -3.57257 -0.2 0.1 0.3
H -1.89267 3.32580 -2.11711 -0.2 0.1 0.0
H -1.04353 2.82272 -3.58320 0.1 0.0 0.2
H -0.18115 5.20439 -0.62632 0.0 -0.1 -0.1
C -3.45677 1.54421 -0.27572 0.2 -0.1 -0.7
C -2.72730 2.56526 0.58489 0.1 0.0 0.3
C -3.51402 2.98491 1.80968 -0.1 0.4 0.4
O -1.43546 2.06608 0.97921 0.1 0.0 0.0
H -3.01040 0.55670 -0.14605 -0.2 0.1 0.2
H -3.32950 1.75897 -1.34149 -0.1 0.1 0.1
H -4.52610 1.51897 -0.07440 0.0 -0.1 0.1
H -2.49750 3.46738 0.01662 0.0 0.0 -0.1
H -4.48436 3.41397 1.54597 0.1 -0.1 -0.1
H -2.97832 3.76348 2.35962 0.1 -0.1 0.0
H -3.70556 2.16354 2.50825 0.1 -0.1 -0.2
H -1.54788 1.53321 1.77511 -0.1 0.0 0.0
C 0.96284 -2.51139 -3.11296 0.7 0.2 0.0
C -0.27685 -3.17179 -2.52849 -0.3 0.8 -0.8
C -0.07908 -4.61602 -2.15528 0.1 -0.3 0.1
O -0.69433 -2.38287 -1.41975 0.1 0.3 0.2
H 0.99138 -2.52902 -4.20463 -0.2 -0.2 0.0
H 1.89468 -2.97958 -2.77636 -0.2 0.0 0.1
H 1.01397 -1.45948 -2.82376 -0.1 0.0 0.0
H -1.06016 -3.08826 -3.29888 0.0 -0.2 0.1
H -1.00186 -5.18310 -2.26446 0.0 -0.1 0.1
H 0.24711 -4.67466 -1.11595 0.1 -0.1 0.0
H 0.69404 -5.06383 -2.77865 -0.1 -0.1 0.0
H -1.32591 -2.89217 -0.89635 -0.1 -0.3 0.1
O 0.34442 -0.26234 0.30252 0.0 0.1 0.0
H -0.19910 -0.63671 -0.40471 0.2 -0.3 -0.1
H -0.05297 0.59036 0.51255 -0.1 0.2 -0.1

Record 8
61
Properties=species:S:1:pos:R:3:forces:R:3 method="wB97M-V/def2-TZVPD" lumo_energy_ev=-1.17 e_tot_ha=-2707.45036 orbital_gap_ev=6.934
O 2.88725 0.92220 2.61860 -3.2 4.4 -2.7
B 2.64297 2.04455 1.75369 2.3 0.1 1.4
O 3.59809 3.14813 1.82471 -1.6 -1.0 0.7
B 1.41805 2.17009 0.64959 0.0 -1.4 -0.1
I 1.83112 1.36509 -1.36223 -0.5 0.6 1.3
P -0.31526 2.93255 0.90064 -2.1 1.5 -1.8
O -0.32844 4.22150 2.02757 1.0 -1.9 0.0
O -1.52254 1.75870 1.20522 1.3 1.1 1.2
H 2.03001 0.45732 2.77457 1.1 0.2 -0.2
H 3.20250 3.86104 2.37335 0.6 -0.5 -0.6
H 0.47565 4.24831 2.58933 -0.8 -0.2 -0.1
H -1.72297 1.65004 2.16080 0.3 -0.1 -0.4
C -3.77337 2.96623 -0.67186 0.2 0.2 0.1
N -4.38718 2.68762 -1.99657 -0.1 0.2 -0.2
O -4.24083 3.52527 -2.87070 -0.2 -0.5 0.2
O -4.99479 1.63594 -2.11209 0.2 0.4 -0.1
H -3.26841 3.92927 -0.71413 -0.1 -0.2 -0.1
H -4.57558 2.98346 0.06481 0.1 -0.2 -0.1
H -3.06312 2.16792 -0.46469 -0.2 0.0 0.1
C 5.52861 -1.05096 5.06508 0.3 0.1 0.3
N 4.31461 -0.36417 4.54969 -0.1 0.1 -0.2
O 3.74320 0.40784 5.30478 0.0 -0.4 -0.3
O 3.97763 -0.62245 3.40738 1.5 -2.5 2.1
H 5.70776 -0.72628 6.08841 -0.1 0.0 -0.2
H 5.33994 -2.12275 5.02759 0.0 0.1 -0.1
H 6.36196 -0.77312 4.42082 -0.1 -0.1 0.0
C -3.25827 -0.83746 4.85406 -0.3 0.0 0.1
N -2.15376 0.01310 4.33963 0.1 0.0 0.0
O -2.35451 1.21661 4.27085 0.3 -0.4 -0.3
O -1.12300 -0.55444 4.02165 -0.4 0.4 0.0
H -4.10722 -0.20111 5.09563 0.2 0.0 -0.1
H -3.51829 -1.54739 4.06949 0.1 0.0 0.1
H -2.89244 -1.34756 5.74423 0.0 0.0 -0.2
C 3.99208 -0.70489 -4.74276 0.2 0.0 0.3
N 2.77674 -0.01405 -5.24701 -0.1 0.1 -0.1
O 2.21664 0.76158 -4.48907 0.0 -0.3 -0.4
O 2.42755 -0.27403 -6.38439 0.0 0.2 0.5
H 4.18293 -0.37848 -3.72207 -0.1 0.0 -0.1
H 3.79821 -1.77610 -4.77576 0.0 0.1 -0.1
H 4.81959 -0.43216 -5.39635 -0.1 -0.1 0.0
C 1.36766 -2.36230 1.81169 0.1 0.2 0.2
N 0.73135 -2.64141 0.49842 -0.1 0.1 -0.2
O 0.87138 -1.80769 -0.38065 -0.2 -0.5 0.3
O 0.11395 -3.68725 0.39726 0.2 0.4 -0.1
H 1.87994 -1.40398 1.75588 0.0 -0.2 -0.1
H 0.57679 -2.33531 2.56085 0.1 -0.1 -0.1
H 2.07483 -3.16616 2.01146 -0.2 0.0 0.0
C -1.05916 0.63477 -5.72219 0.2 0.2 0.2
N -1.68786 0.35348 -7.03899 -0.1 0.1 -0.2
O -1.54731 1.18693 -7.91712 -0.2 -0.5 0.3
O -2.30082 -0.69595 -7.14357 0.2 0.4 0.0
H -0.55085 1.59527 -5.77334 -0.1 -0.2 -0.1
H -1.85361 0.65827 -4.97717 0.1 -0.1 -0.1
H -0.34955 -0.16587 -5.51945 -0.2 0.0 0.0
C -3.25998 -3.25294 -1.59660 0.1 0.2 -0.3
N -3.62430 -3.49037 -0.17500 0.0 0.0 0.2
O -3.58616 -2.53264 0.58072 -0.1 -0.5 -0.1
O -3.93512 -4.62803 0.13098 0.1 0.6 0.0
H -3.00734 -2.20208 -1.72346 -0.1 -0.1 0.1
H -2.40379 -3.88568 -1.82645 -0.2 0.0 0.0
H -4.12315 -3.51805 -2.20574 0.1 -0.1 0.1